39
Properties=species:S:1:pos:R:3:forces:R:3 method="wB97M-V/def2-TZVPD" lumo_energy_ev="-17.568 / -18.889" max_force_ev_per_a=8.36 e_homo_ev="-20.43 / -20.40" energy_ha=-1104.66501 e_above_lowest_kj_mol=135.93 total_charge=+4
N 1.045 4.621 0.496 -0.9 2.1 0.3
C 0.822 5.753 0.720 0.6 -2.0 -0.2
C 0.619 7.165 1.047 0.1 -0.1 -0.3
H -0.429 7.427 1.085 -0.3 -0.1 -0.2
H 1.132 7.804 0.324 0.0 -0.1 0.0
H 1.013 7.385 2.030 0.3 -0.1 0.3
N 4.021 -2.609 -0.105 -3.2 2.1 -0.3
C 4.987 -3.247 -0.025 5.0 -3.4 0.6
C 6.198 -4.044 0.096 -1.5 1.9 -1.4
H 6.960 -3.676 -0.578 0.3 0.3 -0.2
H 5.990 -5.080 -0.119 -0.4 -1.1 0.2
H 6.568 -3.989 1.112 0.2 -0.2 1.2
N -3.810 -2.817 0.489 -2.6 -0.1 0.4
C -4.935 -3.073 0.716 2.5 0.4 -0.3
C -6.307 -3.456 1.050 -0.1 -0.1 -0.2
H -6.316 -4.174 1.863 0.2 -0.2 0.1
H -6.802 -3.915 0.188 0.1 0.1 0.1
H -6.893 -2.610 1.397 0.1 0.3 -0.2
Pb -0.171 0.111 -0.256 0.2 -0.2 6.2
C 0.548 -2.045 1.431 -0.1 -4.1 2.2
O 0.631 -3.015 2.037 -0.2 3.5 -2.1
C 2.055 0.331 1.433 6.6 2.9 4.3
O 2.984 0.692 2.077 -6.0 -2.5 -4.1
C 0.545 1.344 -2.201 0.4 0.2 -0.6
C -0.874 1.410 -2.099 -0.2 1.2 -1.1
C -1.644 0.223 -2.098 -1.1 -0.3 -1.1
C -1.003 -1.045 -2.199 0.0 -0.5 -0.6
C 0.425 -1.125 -2.203 0.1 -0.2 -0.8
C 1.200 0.073 -2.204 0.3 -0.1 -0.8
H 1.148 2.256 -2.141 -0.2 -0.1 -0.1
H -1.321 2.405 -1.891 0.1 -0.7 -0.5
H -2.733 0.225 -1.885 0.7 0.2 -0.5
H -1.591 -1.967 -2.140 0.0 0.3 -0.1
H 0.965 -2.078 -2.119 -0.5 0.2 -0.3
H 2.292 -0.032 -2.124 -0.5 0.4 -0.3
N -1.733 1.130 1.621 0.1 0.0 -1.1
H -2.435 1.580 1.041 -0.3 0.2 0.1
H -1.094 1.777 2.065 0.1 0.1 0.6
H -2.057 0.284 2.070 -0.1 -0.2 0.7